Arrangement 1

{
  "formula": "C4HNO2",
  "method": "the ωB97M-V functional and the def2-TZVPD basis",
  "species": ["C", "C", "C", "C", "N", "O", "O", "H"],
  "positions_angstrom": [[0.354, -0.455, -0.633], [1.014, -1.496, -0.107], [-1.976, 1.742, 0.330], [-1.870, 0.941, -0.502], [-0.547, -0.555, -1.671], [1.444, -2.438, 0.388], [-0.575, -1.509, -2.501], [0.229, 0.411, -0.107]],
  "mulliken_charge": [-0.472, 0.744, 0.419, -0.603, 0.136, -0.220, -0.381, 0.376],
  "homo_energy_ev": [-9.99, -10.17],
  "total_charge": 0
}



Arrangement 2

{
  "formula": "C4HNO2",
  "method": "the ωB97M-V functional and the def2-TZVPD basis",
  "species": ["C", "C", "C", "C", "N", "O", "O", "H"],
  "positions_angstrom": [[-1.351, 1.194, 0.102], [-1.434, -0.217, -0.042], [1.067, -1.058, 0.155], [2.118, -0.380, 0.015], [-0.995, 2.277, 0.037], [-0.291, -0.973, 0.096], [3.279, -0.220, -0.029], [-2.392, -0.622, -0.334]],
  "mulliken_charge": [0.271, -0.127, -0.315, 0.747, -0.320, -0.257, -0.367, 0.369],
  "homo_energy_ev": [-9.92, -9.49],
  "total_charge": 0
}



Stability, highest: arrangement 2



Arrangement 1

{
  "formula": "C4H8ClN",
  "method": "the ωB97M-V functional and the def2-TZVPD basis",
  "species": ["C", "C", "C", "C", "N", "Cl", "H", "H", "H", "H", "H", "H", "H", "H"],
  "positions_angstrom": [[1.310, 0.130, -0.742], [0.288, 0.115, 0.321], [0.083, -1.316, 0.772], [-1.073, 0.767, -0.298], [-1.661, 1.653, 0.338], [-3.139, 2.181, -0.263], [1.282, -0.663, -1.448], [2.252, -0.163, -0.322], [1.400, 1.073, -1.286], [0.597, 0.813, 1.084], [-0.721, -1.835, 0.256], [1.082, -1.651, 0.747], [-0.230, -1.284, 1.899], [-1.468, 0.180, -1.057]],
  "mulliken_charge": [-1.606, 0.647, -1.168, -0.258, -0.344, -0.127, 0.419, 0.412, 0.385, 0.238, 0.326, 0.349, 0.283, 0.443],
  "homo_energy_ev": -9.95,
  "total_charge": 0
}



Arrangement 2

{
  "formula": "C4H8ClN",
  "method": "the ωB97M-V functional and the def2-TZVPD basis",
  "species": ["C", "C", "C", "C", "N", "Cl", "H", "H", "H", "H", "H", "H", "H", "H"],
  "positions_angstrom": [[-1.308, -1.732, 0.273], [-1.864, -0.565, 0.105], [0.747, 1.348, 0.978], [1.026, 0.151, -1.185], [0.227, 0.865, -0.265], [-3.133, 0.472, -0.059], [-1.889, -2.679, 0.317], [-0.285, -1.901, 0.359], [0.553, 0.485, 1.595], [1.775, 1.625, 0.721], [0.113, 2.192, 1.361], [1.518, 0.760, -1.862], [1.990, -0.328, -0.618], [0.530, -0.692, -1.721]],
  "mulliken_charge": [-0.394, 0.025, -0.746, -0.846, -0.264, -0.139, 0.238, 0.297, 0.263, 0.432, 0.193, 0.378, 0.268, 0.293],
  "homo_energy_ev": [-7.40, -8.76],
  "total_charge": 0
}



Arrangement 3

{
  "formula": "C4H8ClN",
  "method": "the ωB97M-V functional and the def2-TZVPD basis",
  "species": ["C", "N", "C", "C", "C", "Cl", "H", "H", "H", "H", "H", "H", "H", "H"],
  "positions_angstrom": [[-2.104, -0.902, -1.075], [-1.443, 0.182, -0.361], [-0.595, -0.450, 0.578], [0.591, -1.532, 0.162], [0.830, -0.142, 0.792], [1.413, 1.456, 0.057], [-3.057, -0.637, -1.859], [-1.459, -1.632, -1.485], [-2.722, -1.530, -0.402], [-0.894, 0.834, -1.014], [-1.257, -0.519, 1.463], [0.836, -2.220, 1.138], [0.946, -2.072, -0.782], [1.349, -0.105, 1.754]],
  "mulliken_charge": [-0.811, -0.390, -0.087, -0.466, -0.271, -0.260, 0.256, 0.298, 0.299, 0.281, 0.324, 0.175, 0.338, 0.313],
  "homo_energy_ev": -9.11,
  "total_charge": 0
}



Stability, highest: arrangement 1



Arrangement 1

{
  "formula": "C4H8ClN",
  "method": "the ωB97M-V functional and the def2-TZVPD basis",
  "species": ["C", "C", "C", "C", "N", "Cl", "H", "H", "H", "H", "H", "H", "H", "H"],
  "positions_angstrom": [[0.483, 0.879, 0.535], [0.199, -2.593, 0.843], [-0.046, 2.789, -1.028], [-0.446, -1.504, 0.084], [-0.113, 1.474, -0.343], [-0.387, -1.478, -1.681], [1.050, 0.969, 1.397], [1.138, -2.971, 0.437], [-0.420, -3.461, 0.907], [0.397, -2.204, 1.844], [0.610, 3.509, -0.509], [-1.070, 3.138, -0.741], [0.044, 2.422, -2.014], [-1.439, -0.971, 0.269]],
  "mulliken_charge": [-0.095, -0.847, -0.799, -0.268, -0.229, -0.204, 0.330, 0.312, 0.309, 0.232, 0.285, 0.279, 0.335, 0.359],
  "homo_energy_ev": [-6.90, -7.27],
  "total_charge": 0
}



Arrangement 2

{
  "formula": "C4H8ClN",
  "method": "the ωB97M-V functional and the def2-TZVPD basis",
  "species": ["C", "C", "C", "C", "N", "Cl", "H", "H", "H", "H", "H", "H", "H", "H"],
  "positions_angstrom": [[-0.046, 0.943, 0.939], [-0.104, -0.508, 1.016], [0.899, 0.950, -0.212], [-0.871, -1.245, -0.011], [0.387, 0.818, -1.473], [2.543, 0.828, 0.088], [-1.040, 1.421, 0.747], [0.416, 1.411, 1.728], [0.780, -0.868, 1.398], [-0.403, -1.464, -0.980], [-1.892, -0.867, -0.126], [-1.102, -2.342, 0.460], [-0.525, 0.571, -1.364], [0.958, 0.353, -2.210]],
  "mulliken_charge": [-0.673, -0.302, 0.364, -1.098, -0.484, -0.177, 0.228, 0.316, 0.402, 0.280, 0.350, 0.286, 0.284, 0.224],
  "homo_energy_ev": [-6.73, -6.52],
  "total_charge": 0
}



Stability, highest: arrangement 2



Arrangement 1

{
  "formula": "C22H31N3OS",
  "method": "the ωB97M-V functional and the def2-TZVPD basis",
  "species": ["O", "C", "C", "H", "H", "C", "N", "C", "C", "N", "C", "H", "H", "C", "C", "N", "C", "C", "S", "C", "C", "C", "C", "H", "H", "H", "H", "H", "H", "H", "H", "H", "H", "H", "H", "H", "H", "C", "H", "C", "C", "C", "C", "C", "C", "C", "H", "H", "H", "H", "H", "H", "H", "H", "H", "H", "H", "H"],
  "positions_angstrom": [[-3.656, -0.491, -1.941], [-3.362, 0.125, -0.648], [-2.327, -0.717, -0.057], [-2.621, -1.742, 0.260], [-1.232, -0.799, -0.537], [-1.630, -0.251, 1.388], [-1.234, 1.018, 1.248], [0.017, 1.370, 0.300], [1.154, 0.465, 0.872], [0.599, -0.934, 1.063], [-0.561, -1.106, 1.685], [-0.194, -0.678, 2.771], [-0.777, -1.965, 2.094], [1.616, -1.908, 1.301], [2.685, -1.917, 0.213], [3.908, -2.251, 0.341], [4.468, -2.267, -0.750], [3.616, -2.349, -1.914], [1.877, -2.005, -1.492], [3.950, -2.527, -3.429], [5.570, -2.076, -3.574], [6.281, -3.095, -2.568], [5.894, -2.424, -1.186], [6.361, -1.562, -0.972], [6.404, -2.821, -0.527], [5.948, -3.908, -2.541], [7.400, -2.778, -2.493], [5.608, -1.030, -3.583], [5.850, -2.561, -4.506], [3.716, -3.466, -3.682], [3.390, -1.678, -4.137], [2.340, -1.462, 2.249], [1.182, -2.861, 1.564], [1.447, 0.808, 2.034], [1.995, 0.436, 0.328], [-0.377, 0.909, -0.838], [0.325, 2.480, 0.264], [-1.404, 1.769, 2.358], [-0.766, 1.502, 3.125], [-2.693, 2.208, 2.645], [-3.714, 2.689, 1.769], [-4.884, 1.967, 1.465], [-5.629, 2.566, 0.507], [-5.207, 3.530, -0.317], [-3.915, 4.121, -0.424], [-3.291, 3.820, 0.809], [-2.257, 4.180, 0.929], [-3.756, 4.885, -0.864], [-5.936, 3.962, -1.358], [-6.632, 2.095, 0.319], [-5.236, 1.569, 2.186], [-3.174, 1.556, 3.236], [-2.768, 3.337, 3.474], [-0.822, 2.880, 2.207], [-2.641, -0.229, 2.137], [-3.016, 0.888, -0.885], [-4.063, 0.169, -0.021], [-3.823, -1.443, -1.896]],
  "mulliken_charge": [-0.641, -1.327, -0.177, 0.481, -0.165, 0.122, 1.012, -0.476, -0.983, 0.938, -2.589, 0.402, 1.072, -0.733, 0.497, -0.626, -0.109, 0.481, -0.185, -0.757, -0.805, -1.168, -1.787, 0.717, 1.209, 0.731, 0.257, 0.481, 0.321, 0.454, 0.256, 0.163, 0.342, 0.222, 0.685, 0.168, 0.410, -1.565, 0.364, -1.476, 1.322, -1.544, -0.248, 0.009, -1.572, -0.039, 0.299, 0.830, 0.088, 0.269, 1.018, 0.691, 0.320, 0.439, 0.298, 0.658, 0.576, 0.370],
  "homo_energy_ev": -7.63,
  "total_charge": 0
}



Arrangement 2

{
  "formula": "C22H31N3OS",
  "method": "the ωB97M-V functional and the def2-TZVPD basis",
  "species": ["C", "C", "C", "C", "C", "C", "N", "C", "C", "N", "C", "C", "N", "C", "C", "S", "C", "C", "C", "C", "C", "C", "C", "C", "O", "C", "C", "H", "H", "H", "H", "H", "H", "H", "H", "H", "H", "H", "H", "H", "H", "H", "H", "H", "H", "H", "H", "H", "H", "H", "H", "H", "H", "H", "H", "H", "H", "H"],
  "positions_angstrom": [[-0.129, -1.315, 6.587], [0.631, -0.972, 5.342], [1.841, -1.581, 5.044], [2.533, -1.259, 3.888], [2.033, -0.313, 3.006], [2.778, 0.065, 1.755], [1.914, 0.035, 0.588], [2.514, 0.664, -0.571], [1.496, 0.767, -1.700], [1.015, -0.565, -2.019], [0.232, -0.619, -3.246], [-0.964, 0.273, -3.239], [-2.025, 0.081, -2.544], [-2.928, 1.087, -2.677], [-2.550, 2.098, -3.509], [-0.973, 1.778, -4.153], [-3.362, 3.307, -3.814], [-4.812, 3.057, -3.392], [-4.867, 2.460, -1.987], [-4.243, 1.065, -1.972], [0.325, -1.110, -0.862], [1.265, -1.245, 0.344], [2.152, -2.517, 0.294], [3.307, -2.597, -0.711], [2.914, -2.605, -2.054], [0.822, 0.302, 3.304], [0.131, -0.026, 4.453], [0.412, -2.041, 7.188], [-1.103, -1.732, 6.333], [-0.297, -0.422, 7.187], [2.249, -2.319, 5.720], [3.475, -1.746, 3.677], [3.130, 1.098, 1.860], [3.669, -0.575, 1.641], [3.407, 0.137, -0.942], [2.822, 1.673, -0.279], [0.672, 1.426, -1.380], [1.968, 1.200, -2.585], [0.888, -0.337, -4.075], [-0.091, -1.655, -3.386], [-2.957, 4.166, -3.268], [-3.306, 3.543, -4.879], [-5.279, 2.363, -4.094], [-5.367, 3.996, -3.426], [-4.322, 3.111, -1.300], [-5.902, 2.403, -1.645], [-4.902, 0.352, -2.476], [-4.100, 0.709, -0.950], [-0.521, -0.466, -0.577], [-0.072, -2.092, -1.124], [0.614, -1.410, 1.215], [2.576, -2.664, 1.290], [1.482, -3.358, 0.102], [4.032, -1.789, -0.522], [3.833, -3.545, -0.550], [2.326, -1.836, -2.194], [0.428, 1.035, 2.617], [-0.810, 0.459, 4.671]],
  "mulliken_charge": [-1.424, 1.028, -0.804, -0.682, 0.748, -1.085, 0.325, -0.793, -0.812, 0.185, -1.187, 0.552, -0.575, -0.220, 0.671, -0.251, -0.543, -0.752, -0.721, -0.483, -1.329, 0.102, -0.798, -0.695, -0.695, -0.342, -0.675, 0.340, 0.314, 0.338, 0.293, 0.373, 0.478, 0.266, 0.167, 0.476, 0.328, 0.523, 0.467, 0.401, 0.269, 0.364, 0.329, 0.325, 0.290, 0.342, 0.247, 0.282, 0.487, 0.408, 0.271, 0.351, 0.462, 0.172, 0.484, 0.600, 0.423, 0.383],
  "homo_energy_ev": -8.40,
  "total_charge": 0
}



Stability, highest: arrangement 2